1.
The following is a quantum chemistry calculation of a molecular structure, C53H71ClGeN3O6Ti, from the OMol25 dataset.

Each line ends with the Löwdin charge.
Positions of all 136 atoms, in Å:
C -3.953 -1.141 2.737  -0.29
C 0.384 4.609 0.844  -0.04
H 1.300 -0.776 -3.282  0.10
C 3.335 2.327 -4.758  -0.05
C 2.165 3.268 -0.289  -0.11
H -2.014 0.642 0.505  0.05
C -2.660 -0.541 -1.342  -0.54
C 2.695 1.110 -1.991  0.02
H -7.617 -1.878 1.737  0.10
Cl -4.473 5.161 0.745  0.63
C -5.567 -2.471 1.537  -0.08
Ti -0.167 -0.300 1.011  1.13
H 3.956 2.448 -5.652  0.08
C -4.990 -0.336 3.207  -0.12
H -0.898 -3.034 4.778  0.09
C -1.939 -2.133 7.862  -0.11
H 2.414 5.014 2.691  0.08
H 5.954 1.568 -4.308  0.08
C -0.110 1.851 3.831  -0.15
H 2.216 6.561 0.830  0.08
C -6.592 -1.674 2.021  -0.10
H 5.536 3.902 -4.395  0.08
H 1.061 -6.452 -1.401  0.07
H -1.906 2.444 -4.004  0.09
O -1.679 0.038 -0.680  -0.15
C 5.273 1.429 -3.463  -0.06
H -1.669 0.304 -3.052  0.11
H 0.089 -4.319 1.584  0.08
O -3.700 0.782 -3.100  -0.04
H 3.467 -4.030 -5.796  0.08
H -3.130 -0.405 8.305  0.10
H 0.229 2.414 2.964  0.06
H 2.584 -1.226 -5.115  0.07
C 1.888 -3.210 -4.542  -0.56
C 4.855 3.866 -3.542  -0.08
H -5.945 2.766 0.278  0.10
C 1.649 1.999 0.003  -0.29
H -3.301 1.939 2.331  0.10
C -1.653 1.726 3.723  -0.23
H -0.322 -5.729 -0.577  0.09
C 4.173 2.499 -3.482  -0.56
C 1.727 -3.922 -2.124  -0.01
H 5.850 1.489 -2.539  0.09
C -3.815 1.812 -2.186  -0.25
C 1.826 -1.954 -5.412  -0.07
H 2.927 0.267 -2.626  0.09
H 0.849 -1.471 -5.352  0.08
H -7.102 0.030 3.224  0.10
N -1.531 1.357 1.248  -0.09
H 2.004 6.026 -0.842  0.09
H 3.688 -4.720 0.627  0.09
H 1.909 -0.228 2.360  0.09
C -4.250 -2.199 1.880  -0.12
H -2.028 3.138 2.212  0.11
C -5.108 2.794 -0.405  -0.11
C 2.562 4.168 2.011  -0.04
H 0.857 -5.131 -4.494  0.07
C -6.303 -0.600 2.853  -0.10
C -2.078 -1.279 5.184  -0.31
C 1.534 -3.748 -0.751  -0.09
C 1.314 -2.435 -0.302  -0.28
C -1.698 2.919 -3.047  -0.02
H 3.102 -6.378 0.863  0.08
H 4.052 -3.185 -4.351  0.09
H 3.405 -5.760 -0.771  0.08
O -3.542 -1.229 -0.888  0.10
H -5.555 0.916 -1.358  0.13
H 2.876 1.338 -4.791  0.07
C 3.034 -5.494 0.221  -0.05
H 1.076 -5.703 2.112  0.08
C -2.636 -0.981 7.531  -0.10
C 0.696 -6.095 -0.438  -0.06
H -2.007 0.740 4.174  0.01
H -1.880 -2.456 8.894  0.09
H 0.110 2.447 4.720  0.11
H 1.926 -4.926 -2.484  0.09
C 0.839 0.620 3.965  -0.20
H 4.857 0.423 -3.531  0.07
H 2.150 3.270 2.464  0.06
H -4.779 0.504 3.862  0.09
H 3.343 4.390 -1.664  0.08
C 1.255 -1.387 -1.244  -0.19
N 1.005 -0.302 2.811  -0.10
C 1.665 -2.897 -3.064  -0.18
H -0.945 -1.877 2.118  -0.16
H 0.946 -4.401 -6.103  0.08
H 2.007 -2.219 -6.456  0.08
C -3.124 3.892 -1.227  -0.08
C -2.635 -0.145 -2.821  -0.07
H -1.393 3.950 -3.225  0.08
C 2.449 5.763 0.120  -0.08
H -0.781 -3.774 7.114  0.10
C 0.813 -4.187 -5.038  -0.05
Ge -2.062 -0.909 3.166  1.14
H -1.446 1.978 0.430  0.10
H 3.350 -4.796 -4.207  0.07
O 1.187 -2.060 0.953  -0.21
C -1.396 -2.443 5.545  -0.14
C 3.267 2.349 -2.257  -0.19
H -0.101 4.755 -0.124  0.08
H -0.851 2.399 -2.586  0.09
C 2.951 3.411 -1.432  -0.01
H 3.635 4.017 1.878  0.09
H -2.805 -1.010 -3.457  0.13
H -0.029 3.716 1.305  0.04
H 0.941 -1.404 3.133  0.17
N 1.069 -0.159 -0.602  -0.01
C 1.093 -4.745 1.582  -0.06
H 1.817 1.069 4.153  0.11
C -4.897 1.773 -1.317  0.01
H 0.584 0.025 4.838  0.10
H 2.534 3.068 -4.789  0.09
H 1.743 -4.057 2.118  0.07
O 1.018 1.663 1.101  -0.19
C 3.272 -3.845 -4.735  -0.05
H 0.163 5.475 1.478  0.09
H 0.667 -6.950 0.243  0.08
C 1.587 -4.987 0.151  -0.53
H -5.787 -3.291 0.865  0.10
C -2.214 2.067 2.336  -0.24
H -0.183 -3.765 -4.892  0.09
C -4.216 3.850 -0.379  -0.67
H -3.274 0.332 5.984  0.09
O -1.255 -1.712 1.264  -0.36
C -2.708 -0.565 6.208  -0.12
C 1.810 0.949 -0.937  -0.18
C 1.898 4.440 0.652  -0.53
H 4.128 4.672 -3.664  0.08
C -1.323 -2.869 6.865  -0.10
C 1.403 -1.608 -2.601  0.02
H -2.437 4.727 -1.174  0.10
C -2.903 2.873 -2.150  -0.19
H -2.146 2.375 4.453  0.12
H -3.450 -2.787 1.447  0.09
H 5.431 4.061 -2.636  0.09
H 3.533 5.730 -0.002  0.08

Its orbital gap is 5.749 eV. The calculation puts the highest occupied orbital energy at -3.716 eV. As for the total charge: -1. The relative energy (zero: lowest compared OMol25 entry of this formula, charge and spin) is 139.0 kcal/mol.


2.
The following is a quantum chemistry calculation of a molecular structure, C41H33F9FeN9OS3, from the OMol25 dataset.

Each line ends with the Löwdin charge.
Positions of all 97 atoms, in Å:
H -1.096 -3.063 -0.117  0.11
C 2.222 3.246 -1.365  -0.06
H 5.125 -3.395 -5.161  0.11
C -2.141 3.768 -0.705  -0.53
C -1.152 -3.248 0.947  -0.07
H 4.292 -0.906 1.046  0.12
C 1.621 2.002 -1.464  -0.09
H 4.068 4.326 -1.496  0.11
H 2.204 -4.243 5.225  0.11
C -4.797 0.100 -3.296  -0.18
N 1.677 -1.341 -0.356  -0.35
C -2.406 0.435 2.065  -0.32
H 1.616 4.113 -1.145  0.12
C -3.704 -0.047 2.127  -0.07
F -3.053 3.853 0.262  0.17
N -1.756 -0.579 -0.365  -0.33
N -5.910 -0.098 -2.610  0.15
H 6.156 0.698 1.401  0.12
S -1.307 -0.521 1.024  0.78
C 2.045 -3.175 2.022  -0.06
C 5.134 1.038 1.436  -0.05
H -1.246 -5.684 3.278  0.11
F -4.674 3.529 -3.426  0.17
H 1.515 -0.300 3.722  0.12
C 1.714 -1.350 3.571  -0.07
H -1.423 -1.444 3.804  0.12
F -1.662 5.150 -3.255  0.17
C -1.349 -3.591 3.699  -0.06
H -5.085 2.492 3.863  0.11
C 3.255 -2.366 -5.038  -0.05
H 3.867 -2.271 -1.223  0.10
H -7.418 -1.403 -1.183  0.11
H 3.074 -2.395 -6.101  0.11
C 4.848 2.372 1.682  -0.05
H -1.448 -3.732 4.765  0.12
H -3.931 -0.991 1.655  0.11
S 1.492 -0.607 0.993  0.88
O -2.758 1.963 -2.133  -0.18
N -4.396 -1.576 -2.058  0.08
C -1.803 3.826 -3.211  -0.56
C -4.669 0.692 2.785  -0.05
C 4.356 2.245 -1.862  -0.05
H 5.417 2.345 -2.036  0.12
C -3.031 2.381 3.286  -0.06
C -1.345 -2.312 3.167  -0.07
C 2.600 -1.705 -2.841  -0.31
H 5.509 -3.393 -2.732  0.11
F -4.137 5.240 -2.237  0.18
C 1.805 -1.838 2.276  -0.31
H 3.325 3.852 1.932  0.12
N 0.186 0.135 1.377  -0.35
C 2.398 0.893 -1.749  -0.30
C -4.143 3.903 -2.263  -0.56
C 2.496 1.921 1.536  -0.06
H -4.677 0.863 -4.036  0.11
H 2.382 -5.087 2.919  0.12
F -1.518 4.951 -0.747  0.16
C 2.190 -4.040 3.097  -0.05
C -1.244 -4.690 2.859  -0.07
C 1.861 -2.220 4.636  -0.05
H 0.557 1.859 -1.345  0.08
C 3.536 2.813 1.736  -0.05
F -1.226 2.884 -0.279  0.13
F -4.978 3.494 -1.311  0.17
N -5.603 -1.129 -1.869  -0.28
C 4.623 -2.927 -3.135  -0.06
C 4.102 0.140 1.235  -0.06
H -6.315 -2.641 -0.825  0.11
H 5.656 3.070 1.831  0.11
H 1.447 -1.273 -4.564  0.11
N -6.459 -1.648 -0.959  0.14
C -2.054 1.641 2.636  -0.07
H -1.033 1.981 2.567  0.10
F -2.241 3.426 -4.401  0.17
F -0.574 3.306 -3.066  0.15
C 3.588 3.361 -1.567  -0.06
N -3.858 -0.798 -2.965  -0.05
H 4.357 0.135 -2.212  0.11
C 2.796 0.596 1.286  -0.31
C -2.723 3.288 -2.077  -0.34
H 1.463 2.228 1.564  0.11
C 2.349 -1.741 -4.201  -0.06
C 3.761 0.998 -1.957  -0.05
H -5.680 0.323 2.849  0.11
H 2.102 -3.521 1.002  0.11
H -1.085 -5.382 0.835  0.11
H -2.778 3.329 3.733  0.11
C -1.247 -2.161 1.796  -0.32
S 1.486 -0.664 -1.883  0.80
Fe -1.833 0.074 -2.291  0.80
C 3.719 -2.302 -2.291  -0.09
C 2.094 -3.565 4.394  -0.06
N 0.164 -0.511 -2.499  -0.34
H 1.794 -1.847 5.647  0.12
C -4.331 1.909 3.357  -0.06
C -1.147 -4.523 1.485  -0.06
C 4.399 -2.940 -4.504  -0.06

Its orbital gap (spin up / spin down) is 8.684 / 8.163 eV. The calculation puts the highest occupied orbital energy (spin up / spin down) at -11.123 / -10.602 eV. The expectation value of S² is 6.0079. As for the total charge: +1. The spin multiplicity is 5. The relative energy (zero: lowest compared OMol25 entry of this formula, charge and spin) is 25.9 kcal/mol.


3.
The following is a quantum chemistry calculation of a single C7H9IO molecule, from the OMol25 dataset.

Each line ends with the natural charge from an NBO analysis.
Positions of all 18 atoms, in Å:
O 0.654 -2.702 0.451  -0.66
C -0.301 1.354 1.127  -0.42
H -1.634 2.520 -0.395  0.21
C -2.493 0.624 0.147  -0.25
H -0.137 2.338 1.694  0.23
C 1.600 -0.746 -1.327  -0.64
C -1.618 1.605 0.159  -0.32
C 0.553 0.900 0.104  -0.18
C 0.819 -0.422 -0.118  -0.15
H 0.841 -0.969 -2.022  0.23
I -4.292 -0.184 -0.286  0.26
H -0.197 -1.289 1.622  0.19
H -0.734 0.565 1.826  0.23
H 1.137 1.599 -0.410  0.20
H 1.171 -2.763 -0.455  0.48
H 1.897 0.331 -1.657  0.22
C 0.378 -1.401 0.720  0.17
H 2.354 -1.361 -1.179  0.20

Its orbital gap (spin up / spin down) is 7.815 / 6.350 eV. The calculation puts the highest occupied orbital energy (spin up / spin down) at -7.624 / -6.534 eV. As for the total charge: 0. The relative energy (zero: lowest compared OMol25 entry of this formula, charge and spin) is 139.5 kcal/mol.


4.
The following is a quantum chemistry calculation of a single C4H5ClO molecule, from the OMol25 dataset.

Each line ends with the natural charge from an NBO analysis.
Positions of all 11 atoms, in Å:
C 0.655 -0.377 -0.603  -0.25
H -1.445 -0.652 -1.297  0.22
H 1.081 -1.045 -1.432  0.26
C -0.845 -0.026 -0.681  -0.20
H -0.338 1.285 0.586  0.20
O 1.024 -1.736 1.437  -0.48
H -2.144 1.303 0.341  0.22
H 0.605 0.158 1.419  0.10
Cl 1.915 1.093 -0.832  -0.12
C -1.193 0.790 0.217  -0.35
C 0.683 -0.793 0.845  0.42

Its orbital gap is 10.089 eV. The calculation puts the highest occupied orbital energy at -10.003 eV. As for the total charge: 0. The relative energy (zero: lowest compared OMol25 entry of this formula, charge and spin) is 46.4 kcal/mol. Its SMILES is C=C[C@@H](Cl)C=O.


5.
The following is a quantum chemistry calculation of a molecular structure, C28H26BrF6NaO3SbSi, from the OMol25 dataset.

Each line ends with the natural charge from an NBO analysis.
Positions of all 67 atoms, in Å:
C 3.098 0.813 1.895  -0.14
C 3.431 1.167 -2.624  -0.24
Na -2.068 -0.532 0.706  0.92
C 3.553 -4.903 -0.916  -0.24
H 0.553 -0.874 3.325  0.23
C 1.937 0.358 -0.877  -0.45
F -2.106 -3.124 2.179  -0.71
H 1.382 0.315 5.302  0.20
C 2.958 1.319 4.243  -0.23
C 1.642 2.569 -1.858  -0.26
C -4.717 -3.414 -1.470  -0.66
H 1.096 3.505 -1.905  0.20
C 3.502 -2.926 0.456  -0.25
H -3.911 -3.956 -1.968  0.24
H 4.420 2.162 2.916  0.19
C -1.167 4.545 0.581  -0.19
H 0.987 -2.881 -1.801  0.22
C -3.528 4.683 0.166  -0.19
C 1.866 -3.225 -1.264  -0.22
H -0.095 6.417 0.513  0.22
F -1.712 -4.379 -1.621  -0.73
H -4.313 6.660 -0.184  0.21
O -3.373 -2.022 0.070  -0.86
H -5.116 -1.459 -0.717  0.16
C -2.192 6.654 0.149  -0.08
C 2.739 2.367 -2.690  -0.23
C -1.051 5.920 0.420  -0.26
O -1.628 1.833 1.251  -0.79
F 0.532 -2.116 1.457  -0.70
C 4.090 -4.137 0.110  -0.22
H 3.903 -2.349 1.283  0.20
H 0.393 1.748 -0.325  0.22
C -3.436 6.061 0.021  -0.27
H 3.583 -0.754 -1.686  0.21
H -0.302 3.936 0.810  0.24
H -3.392 -0.254 -1.952  0.22
C 1.869 0.464 4.345  -0.23
H 3.051 3.139 -3.385  0.19
C -3.609 -1.288 -2.230  -0.64
H -2.679 -1.793 -2.504  0.21
C 2.002 -0.052 1.971  -0.48
H -4.471 4.164 0.056  0.24
F -3.127 -4.843 0.560  -0.72
H 3.989 -5.864 -1.162  0.19
C 1.252 1.578 -0.969  -0.14
C -2.400 3.920 0.449  -0.05
H -5.570 -3.315 -2.146  0.18
F -0.558 -4.950 0.878  -0.69
H -5.008 -3.990 -0.594  0.23
C -4.234 -2.028 -1.049  0.10
C 2.373 -2.453 -0.215  -0.36
C 1.399 -0.208 3.224  -0.17
H 4.952 -4.495 0.661  0.19
O -3.535 1.878 0.070  -0.76
Sb -1.764 -3.520 0.282  2.48
H 3.323 1.850 5.116  0.19
C -2.536 2.405 0.603  0.73
H 1.995 -5.044 -2.389  0.20
H 3.590 0.964 0.941  0.21
H -4.282 -1.290 -3.091  0.19
Si 1.358 -0.983 0.428  1.96
F -0.221 -0.752 -0.180  -0.70
C 2.440 -4.442 -1.606  -0.21
Br -2.051 8.550 -0.076  -0.02
C 3.571 1.494 3.011  -0.25
H 4.288 0.999 -3.268  0.19
C 3.031 0.179 -1.726  -0.23

Its orbital gap (spin up / spin down) is 6.982 / 7.438 eV. The calculation puts the highest occupied orbital energy (spin up / spin down) at -3.431 / -4.100 eV. The expectation value of S² is 0.7587. As for the total charge: -2. The spin multiplicity is 2. The relative energy (zero: lowest compared OMol25 entry of this formula, charge and spin) is 0.0 kcal/mol.


6.
The following is a quantum chemistry calculation of 10 unconnected molecules or ions with the total composition C17H54ClN12O13, from the OMol25 dataset.

Each line ends with the Löwdin charge.
Positions of all 97 atoms, in Å:
H 2.387 -15.741 -32.145  0.07
H -4.565 -2.622 -36.576  0.08
H 2.284 -4.544 -28.166  0.13
H -5.416 -5.362 -34.681  0.07
C -9.979 -8.111 -34.318  -0.82
H 0.855 -6.131 -26.547  0.08
H -6.441 -6.845 -27.768  0.12
H -8.569 -9.007 -35.115  0.11
N -2.512 -17.197 -32.895  0.15
H -8.297 -8.226 -33.427  0.12
H 1.850 -5.729 -29.450  0.13
H -6.024 -1.823 -35.856  0.08
N -9.560 -9.164 -35.006  0.15
H -6.447 -4.375 -35.326  0.07
C -5.041 -2.256 -35.666  -0.08
H -7.365 -13.809 -27.897  0.13
O -9.712 -13.098 -25.963  -0.01
H -7.984 -14.647 -36.445  0.13
C -5.674 -3.068 -33.387  -0.21
N -8.464 -14.162 -37.189  0.17
H -8.809 -2.167 -32.842  0.09
H -8.108 -13.130 -39.935  0.12
O -6.065 -12.096 -31.903  -0.40
H -2.545 -16.243 -32.567  0.11
O -3.280 -18.437 -34.681  0.00
H -2.295 -9.873 -38.556  0.07
H -0.858 -4.734 -29.976  0.07
H -10.207 -9.434 -35.733  0.11
H -8.075 -7.111 -27.128  0.13
H -7.762 -3.391 -32.004  0.09
N -0.885 -5.289 -29.132  0.04
C -4.939 -3.437 -34.732  -0.45
H -3.351 -11.103 -38.213  0.07
H 3.318 -4.181 -30.470  0.07
O 1.467 -3.653 -29.758  -0.19
H -1.817 -12.145 -39.560  0.10
H -2.577 -17.955 -32.230  0.11
H 3.419 -14.345 -32.348  0.07
H 1.724 -14.244 -32.842  0.07
O -3.346 -12.077 -40.971  -0.07
H 0.528 -7.145 -27.836  0.08
N -5.467 -4.614 -35.357  0.05
O -3.688 -12.037 -31.654  -0.38
H -3.323 -16.219 -35.711  0.12
H 2.763 -14.425 -28.935  0.08
N -8.617 -13.326 -39.085  0.16
N -2.915 -16.254 -34.787  0.15
C -2.897 -17.391 -34.144  -0.76
H -2.672 -15.440 -34.240  0.11
C 0.254 -5.075 -28.276  -0.50
C -7.947 -14.114 -38.336  -0.88
O -11.028 -7.581 -34.535  0.04
H -4.456 -1.430 -35.264  0.07
Cl -4.865 -11.277 -31.717  0.60
H 1.625 -13.074 -30.741  0.11
H -3.900 -3.627 -34.464  0.13
C -8.951 -13.072 -26.942  -0.82
H -9.010 -6.686 -33.155  0.13
H -5.442 -4.961 -27.337  0.12
H -5.312 -2.268 -32.743  0.12
O -6.875 -14.579 -38.572  0.06
C -7.396 -5.321 -26.922  -0.87
H -9.379 -12.721 -38.812  0.12
H 3.030 -2.502 -30.823  0.08
H 0.076 -4.189 -27.666  0.14
N -7.242 -6.550 -27.228  0.18
H -0.858 -6.185 -29.598  0.08
H -0.818 -6.533 -26.966  0.09
H -1.646 -11.054 -40.790  0.11
C 2.013 -14.091 -30.693  -0.32
C 0.149 -6.236 -27.370  -0.09
H -3.772 -9.894 -39.557  0.07
H 2.229 -3.868 -31.685  0.08
H -6.565 -3.617 -27.112  0.12
H 1.240 -14.766 -30.325  0.10
H -8.680 -12.445 -28.859  0.11
O -8.401 -4.811 -26.507  0.04
C -3.019 -10.510 -39.065  -0.08
N -8.013 -13.861 -27.124  0.17
C 2.404 -14.652 -32.094  -0.08
H -3.995 -12.526 -40.425  0.08
C -2.421 -11.435 -40.125  -0.35
C -7.798 -2.446 -32.545  -0.07
N -9.023 -7.562 -33.657  0.17
O -7.040 -2.883 -33.695  -0.25
H -7.748 -14.464 -26.358  0.13
O 3.103 -14.296 -29.824  -0.09
N -9.284 -12.455 -28.049  0.16
C 2.533 -3.466 -30.719  -0.09
O -4.650 -10.370 -32.831  -0.41
H -9.168 -13.513 -36.867  0.12
O -4.949 -10.488 -30.482  -0.41
C 1.550 -4.824 -28.921  -0.21
H -10.101 -11.867 -27.965  0.12
H -5.728 -3.936 -32.730  0.11
H -7.289 -1.600 -32.082  0.08
N -6.377 -4.605 -27.196  0.16

Its orbital gap is 8.395 eV. The calculation puts the highest occupied orbital energy at -6.645 eV. As for the total charge: -1.


no.,maximum force (Eh/bohr)
1,0.1206
2,0.0344
3,0.1303
4,0.0978
5,0.0460
6,0.1783